103
Properties=species:S:1:pos:R:3:lowdin_charge:R:1 method="wB97M-V/def2-TZVPD" gap_ev=7.72 energy_ha=-3338.3703 mol_weight_g_mol=1187.1 charge=+1 spin_multiplicity=1
C -3.42 -0.68 4.42 -0.035
H -1.93 1.69 0.64 0.067
C -1.42 2.32 -2.06 -0.416
H 2.37 -1.21 -0.59 0.055
C -2.99 -1.13 3.18 -0.327
H 0.79 -0.40 2.84 0.058
H -1.24 -4.78 -1.85 0.088
H 2.16 -5.25 3.53 0.107
H 1.83 -1.83 -5.79 0.118
C 1.62 -2.35 1.00 -0.337
C 4.38 5.43 0.76 -0.123
H -4.52 -0.16 2.02 0.092
H -0.46 -2.12 -4.86 0.123
H -2.94 -0.40 6.49 0.112
C -0.91 -4.34 -0.91 -0.048
H -4.54 1.71 -3.27 0.103
H 4.14 2.65 -1.87 0.112
C -2.86 -4.25 2.35 -0.091
C -3.35 -6.29 1.20 -0.066
C -1.52 -0.96 -2.71 -0.129
O 3.72 6.36 2.73 0.092
N -1.79 -0.41 -1.38 -0.090
H -0.48 2.72 4.36 0.128
H -3.27 0.72 -0.40 0.103
H -2.19 2.79 2.68 0.128
H -1.70 4.65 -4.54 0.091
C 1.53 -1.30 -4.90 -0.030
O 2.44 1.28 -0.48 -0.120
H -1.77 -2.02 -2.77 0.126
C -1.69 -1.65 3.04 -0.348
H -2.37 -6.55 -0.68 0.116
C -3.57 2.17 -3.17 -0.114
O 1.20 2.63 0.68 -0.084
C -1.10 3.35 -2.96 -0.578
H 3.75 -2.39 0.80 0.112
C 1.39 -1.42 -0.15 -0.301
H 6.05 6.16 -0.34 0.127
C -0.10 -0.79 -3.21 -0.246
H 0.13 -2.09 4.08 0.097
C 0.98 1.55 3.36 -0.213
C 4.21 3.43 -1.13 -0.022
C 2.90 -2.81 1.32 -0.044
H -0.11 -4.42 3.08 0.114
H -4.42 -0.30 4.53 0.121
H -2.15 -0.44 -3.45 0.139
H 1.44 1.28 4.32 0.126
H -3.83 -0.06 -1.88 0.135
H -0.64 -1.27 6.24 0.112
H -0.81 -3.26 -1.02 0.020
H -2.98 -3.63 3.22 0.100
C -3.97 -1.09 2.04 -0.056
N 4.49 6.44 1.79 -0.361
C 2.39 -0.43 -4.25 -0.027
P -1.13 -2.22 1.37 1.128
H 5.90 4.37 -2.05 0.117
C -3.51 -5.46 2.30 -0.068
C 0.54 -2.91 1.71 -0.350
C 3.30 3.47 -0.08 -0.145
C -2.59 -0.73 5.53 -0.064
H -2.01 -1.20 -0.76 0.028
H -1.01 1.06 4.06 0.084
C -3.24 3.26 -3.97 -0.712
H 1.49 2.43 2.96 0.103
C -0.86 -1.67 4.15 -0.103
C 0.74 -3.96 2.60 -0.092
C -1.98 3.84 -3.89 -0.204
C -2.02 -3.84 1.31 -0.303
C 3.10 -3.82 2.24 -0.066
C -1.30 -1.22 5.39 -0.072
C 3.37 4.48 0.87 0.080
C 2.01 -4.42 2.86 -0.071
Hf 0.43 0.60 -0.08 1.743
C -2.97 0.46 -1.42 -0.152
H -0.64 3.18 1.89 0.111
H -1.98 0.58 1.86 0.054
I 0.88 4.05 -2.78 1.062
C -1.21 2.39 2.38 -0.211
N 1.13 0.45 2.38 -0.007
O 5.35 7.28 1.66 0.104
O -0.57 2.00 -1.11 -0.336
H -3.86 -7.24 1.15 0.108
H 2.13 0.30 2.24 0.105
H -4.15 -5.76 3.12 0.108
H 4.10 -4.16 2.45 0.108
H 3.38 -0.25 -4.62 0.112
C 1.95 0.21 -3.10 -0.123
I -4.65 3.98 -5.37 0.864
H 0.08 -4.74 -0.69 0.102
N 0.74 0.02 -2.57 0.051
H 2.59 0.89 -2.57 0.084
H -3.46 -1.24 1.08 0.032
N -1.40 1.29 1.41 -0.025
C -2.51 -5.90 0.17 -0.039
C -0.48 1.91 3.62 -0.161
C 2.25 2.42 0.04 -0.627
H 2.66 4.53 1.68 0.130
H 0.85 -2.02 -0.90 0.038
C -2.67 1.69 -2.23 -0.163
H -4.69 -1.90 2.15 0.097
C -1.85 -4.68 0.21 -0.272
C 0.26 -1.47 -4.38 -0.004
C 5.19 4.40 -1.24 -0.032
C 5.29 5.41 -0.29 0.031